[1]
The following is a quantum chemistry calculation of a cluster of 3 separate species, C19H25BN3O10 in total, from OMol25.

Each line ends with the Mulliken charge.
Positions of all 58 atoms, in Å:
N (-0.353, 3.868, 0.280)  -0.61
C (0.789, 3.327, 0.413)  0.34
N (2.049, 3.926, 0.023)  -0.57
N (0.950, 2.066, 0.973)  -0.19
C (1.527, 1.058, 0.049)  -0.65
C (1.086, -0.339, 0.404)  -0.58
C (-0.411, -0.660, 0.332)  -0.73
C (-1.154, -0.266, -0.952)  0.11
C (-2.660, -0.150, -0.740)  -1.32
C (-3.076, 1.324, -0.594)  -0.04
B (-4.516, 1.504, -0.007)  0.54
O (-4.924, 0.909, 1.182)  -0.53
O (-5.454, 2.303, -0.670)  -0.56
H (-0.276, 4.794, -0.127)  0.18
H (2.178, 3.749, -0.968)  0.25
H (1.941, 4.929, 0.104)  0.30
H (0.048, 1.752, 1.310)  0.29
H (1.321, 1.318, -0.991)  0.43
H (2.612, 1.100, 0.167)  0.42
H (1.432, -0.554, 1.415)  -0.10
H (1.600, -1.039, -0.257)  0.43
H (-0.977, -0.278, 1.182)  0.25
H (-0.484, -1.745, 0.402)  0.44
H (-0.956, -1.012, -1.727)  0.34
H (-0.783, 0.702, -1.327)  0.16
H (-3.184, -0.587, -1.599)  0.35
H (-2.381, 1.764, 0.133)  -0.11
H (-2.953, 1.844, -1.559)  -0.02
H (-4.449, 1.333, 1.894)  0.28
H (-5.010, 3.116, -0.904)  0.29
C (2.574, -0.422, 7.136)  -0.93
C (2.041, -0.028, 5.968)  0.24
C (2.182, -0.841, 4.711)  0.89
O (1.649, -0.408, 3.708)  -0.44
C (2.943, -2.077, 4.770)  -0.99
C (3.475, -2.465, 5.936)  0.37
C (3.313, -1.665, 7.198)  1.05
O (3.824, -2.111, 8.213)  -0.66
O (4.185, -3.580, 6.084)  -0.59
O (1.354, 1.092, 5.820)  -0.59
H (2.475, 0.154, 8.045)  0.42
H (3.051, -2.648, 3.859)  0.46
H (4.437, -3.607, 7.027)  0.36
H (1.089, 1.126, 4.878)  0.34
C (-0.218, -0.324, -5.862)  -0.99
C (-1.280, -0.493, -5.044)  0.36
C (-1.996, -1.804, -4.933)  1.08
O (-2.950, -1.874, -4.174)  -0.61
C (-1.519, -2.909, -5.748)  -1.12
C (-0.465, -2.730, -6.557)  0.35
C (0.257, -1.424, -6.656)  1.09
O (1.220, -1.374, -7.420)  -0.71
O (0.034, -3.688, -7.343)  -0.61
O (-1.761, 0.469, -4.280)  -0.59
H (0.303, 0.620, -5.942)  0.43
H (-2.044, -3.852, -5.677)  0.41
H (0.786, -3.267, -7.801)  0.36
H (-2.492, 0.073, -3.757)  0.26

Net charge = -1
HOMO = -1.66 eV
Largest force on an atom = 0.98 eV/Å
Spin multiplicity = 1
E_LUMO = 0.0039 Ha
Gap between HOMO and LUMO = 1.766 eV

=====

[2]
The following is a quantum chemistry calculation of a structure of composition C41H31BF5N13O5S2Ti at a distorted geometry, from OMol25.

Each line ends with the Mulliken spin population.
Positions of all 99 atoms, in Å:
Ti (1.088, -0.089, 1.105)  -0.05
C (1.059, 3.347, -1.579)  0.00
C (1.670, 2.139, -1.249)  0.00
N (1.312, 1.759, -0.021)  0.00
N (0.501, 2.728, 0.465)  0.00
C (0.326, 3.685, -0.461)  0.00
B (0.273, 2.889, 2.012)  0.00
N (1.583, 2.422, 2.688)  0.01
C (2.215, 2.938, 3.752)  0.01
C (3.207, 2.059, 4.142)  0.00
C (3.098, 0.992, 3.256)  0.01
N (2.113, 1.214, 2.382)  -0.02
N (-0.791, 1.885, 2.460)  0.00
C (-1.971, 2.013, 3.087)  0.00
C (-2.453, 0.747, 3.360)  0.01
C (-1.490, -0.122, 2.860)  -0.01
N (-0.482, 0.573, 2.329)  0.02
N (-0.053, 4.328, 2.273)  0.00
C (0.830, 5.357, 2.113)  0.00
C (0.111, 6.515, 2.000)  0.00
C (-1.235, 6.098, 2.088)  0.00
N (-1.323, 4.792, 2.239)  0.00
H (1.166, 3.907, -2.490)  0.00
H (2.372, 1.580, -1.836)  0.00
H (-0.287, 4.551, -0.275)  0.00
H (1.918, 3.880, 4.178)  0.00
H (3.891, 2.165, 4.963)  0.00
H (3.679, 0.088, 3.220)  0.00
H (-2.384, 2.991, 3.259)  0.00
H (-3.365, 0.489, 3.867)  0.00
H (-1.483, -1.197, 2.856)  -0.01
H (1.892, 5.183, 2.087)  0.00
H (0.487, 7.512, 1.860)  0.00
H (-2.124, 6.703, 2.029)  0.00
C (0.324, 1.197, -7.613)  0.00
O (-0.049, 1.672, -6.329)  0.00
C (-1.227, 1.270, -5.814)  0.00
C (-1.528, 1.748, -4.535)  0.00
C (-2.695, 1.380, -3.907)  0.00
C (-3.612, 0.536, -4.552)  0.00
C (-3.341, 0.124, -5.852)  0.00
C (-2.148, 0.456, -6.466)  0.00
N (-4.830, 0.145, -3.966)  0.00
N (-4.941, -0.142, -2.769)  0.00
C (-3.859, -0.329, -1.900)  0.00
C (-3.604, 0.537, -0.862)  0.00
C (-2.385, 0.491, -0.182)  0.00
C (-1.433, -0.460, -0.487)  0.00
O (-0.203, -0.415, 0.045)  0.00
C (-1.779, -1.508, -1.401)  0.00
N (-0.902, -2.515, -1.570)  0.00
C (-1.214, -3.503, -2.369)  0.00
C (-2.419, -3.557, -3.091)  0.00
C (-3.304, -2.523, -2.974)  0.00
C (-3.003, -1.449, -2.111)  0.00
H (1.308, 1.616, -7.805)  0.00
H (-0.369, 1.544, -8.383)  0.00
H (0.379, 0.106, -7.627)  0.00
H (-0.832, 2.419, -4.049)  0.00
H (-2.933, 1.797, -2.941)  0.00
H (-4.059, -0.505, -6.361)  0.00
H (-1.946, 0.073, -7.456)  0.00
H (-4.313, 1.326, -0.651)  0.00
H (-2.154, 1.260, 0.544)  0.00
H (-0.477, -4.297, -2.448)  0.00
H (-2.635, -4.403, -3.728)  0.00
H (-4.246, -2.539, -3.505)  0.00
F (0.262, -6.180, 6.896)  0.01
C (0.415, -4.947, 6.465)  0.14
C (-0.699, -4.191, 6.113)  -0.03
F (-1.909, -4.723, 6.204)  0.00
C (-0.536, -2.904, 5.645)  0.08
F (-1.612, -2.222, 5.286)  0.01
C (0.733, -2.314, 5.517)  -0.04
S (0.953, -0.727, 4.923)  0.75
C (1.831, -3.109, 5.892)  0.08
F (3.059, -2.616, 5.771)  0.01
C (1.690, -4.407, 6.334)  -0.03
F (2.760, -5.141, 6.606)  0.00
C (2.370, -3.830, 2.622)  0.00
S (1.626, -2.657, 1.505)  0.03
O (1.759, -3.181, 0.182)  0.00
O (0.280, -2.311, 1.942)  0.01
O (2.393, -1.343, 1.656)  0.01
H (1.576, -4.475, 2.989)  0.00
H (2.862, -3.297, 3.430)  0.00
H (3.092, -4.407, 2.052)  0.00
N (0.522, -1.506, -5.250)  0.00
C (1.227, -1.540, -4.343)  0.00
C (2.072, -1.534, -3.192)  0.00
C (3.254, -2.262, -3.119)  0.00
C (4.006, -2.150, -1.967)  0.00
C (3.552, -1.343, -0.940)  0.00
N (2.405, -0.659, -0.986)  0.00
C (1.685, -0.760, -2.100)  0.00
H (3.580, -2.872, -3.950)  0.00
H (4.940, -2.683, -1.868)  0.00
H (4.146, -1.212, -0.045)  0.00
H (0.784, -0.168, -2.170)  0.00

Net charge = +1
HOMO (alpha / beta) = -9.74 / -9.74 eV
Largest force on an atom = 2.47 eV/Å
Relative energy (zero: lowest compared OMol25 entry of this formula, charge and spin) = 41.08 kcal per mole
Spin multiplicity = 2
E_LUMO (alpha / beta) = -0.1381 / -0.1843 Ha
Expectation value of S² = 0.7741
Gap between HOMO and LUMO (alpha / beta) = 5.976 / 4.721 eV